No. 1
{"formula": "C25H31N4O9P3Sm", "method": "wB97M-V/def2-TZVPD", "total_charge": -1, "lumo_energy_ev": [2.283, 2.284], "homo_lumo_gap_ev": [7.51, 7.59], "multiplicity": 6, "homo_ev": [-5.224, -5.302], "symbols": ["Sm", "O", "P", "O", "O", "O", "P", "O", "O", "O", "H", "H", "N", "N", "C", "O", "O", "H", "H", "H", "C", "C", "C", "C", "C", "C", "P", "C", "C", "C", "C", "C", "C", "C", "C", "C", "C", "C", "C", "C", "C", "C", "C", "H", "H", "H", "H", "H", "H", "H", "H", "H", "H", "H", "H", "H", "H", "H", "H", "H", "N", "C", "C", "N", "H", "H", "H", "H", "H", "H", "H", "H", "H"], "coordinates": [[3.7551, -0.3033, -0.6213], [4.1878, -2.5822, -4.0888], [3.0234, -3.0120, -2.9953], [2.6489, -4.4330, -3.2667], [3.4394, -2.4201, -1.6602], [1.7649, -1.9289, -3.5028], [0.7975, -1.3606, -2.2401], [-0.3000, -0.2038, -2.7968], [0.0251, -2.4845, -1.7298], [1.6390, -0.5987, -1.3113], [4.3266, -3.2168, -4.7068], [0.1034, 0.5904, -3.1771], [6.3009, 2.7473, 2.4075], [5.2541, 1.7205, 2.8122], [5.0042, 0.8054, 1.7903], [4.0492, 0.0449, 1.9609], [5.6530, 0.8900, 0.7033], [6.6543, 2.1771, 1.5941], [5.8516, 3.3165, 1.7859], [4.7359, 1.6593, 3.7085], [-6.5681, -2.4628, -1.0709], [-5.9382, -1.6972, -1.9848], [-4.9659, -0.8652, -1.3829], [-4.2515, -1.3115, -0.2757], [-4.7908, -2.3944, 0.4426], [-6.0609, -2.8824, 0.1338], [-2.6569, -0.3981, 0.2995], [-1.4506, -1.7732, 0.9098], [-0.3226, -1.3882, 1.5941], [0.6168, -2.4334, 1.8326], [0.5043, -3.5908, 1.2155], [-0.6585, -3.9812, 0.6673], [-1.6682, -3.0899, 0.5092], [-3.0454, 0.3436, 2.0744], [-4.0414, 0.2261, 2.8742], [-4.0491, 1.1927, 3.9498], [-2.9859, 1.9880, 4.1748], [-2.1160, 2.3316, 3.0857], [-1.4694, 3.6248, 3.2293], [-0.8940, 4.1577, 2.0163], [-0.8607, 3.3139, 0.9908], [-1.4746, 2.0300, 0.8000], [-2.2172, 1.6266, 1.8951], [-7.5862, -2.8805, -1.3869], [-6.0629, -1.5544, -3.0625], [-4.6520, -0.0243, -1.9036], [-4.2551, -2.7181, 1.3040], [-6.6161, -3.4601, 0.9005], [-0.3400, -0.5199, 1.9869], [1.5402, -2.2837, 2.3517], [1.3109, -4.3246, 1.6416], [-0.7353, -5.0261, 0.4732], [-2.4348, -3.5713, -0.0875], [-4.4110, -0.8405, 2.8388], [-4.9332, 1.1375, 4.7515], [-2.9309, 2.5629, 4.9831], [-1.1348, 4.2018, 4.1211], [-0.7479, 5.1910, 1.9508], [-0.2220, 3.4371, -0.0382], [-1.6850, 1.6904, -0.1627], [4.3343, 0.3772, -2.9522], [3.3833, 1.5845, -3.1939], [3.7156, 2.6633, -1.9735], [3.7575, 1.8591, -0.7855], [4.1992, -0.3331, -3.5626], [5.3244, 0.4805, -3.4420], [-1.9707, 3.0591, -3.0707], [2.4682, 1.0928, -2.8614], [3.6684, 2.4924, -3.9897], [3.1295, 3.5260, -1.9777], [4.8563, 2.9485, -2.1911], [-2.4595, 2.9195, -3.4064], [3.9398, 2.3385, 0.0988]]}

---

No. 2
{"formula": "C33H38BrMgN2O4SSi", "method": "wB97M-V/def2-TZVPD", "total_charge": -1, "lumo_energy_ev": 2.375, "homo_lumo_gap_ev": 7.98, "multiplicity": 1, "homo_ev": -5.608, "symbols": ["Mg", "C", "C", "C", "C", "C", "C", "C", "C", "S", "C", "N", "C", "C", "C", "C", "C", "C", "C", "C", "H", "H", "H", "H", "H", "H", "H", "H", "H", "H", "H", "H", "H", "H", "H", "H", "Br", "C", "C", "C", "C", "N", "C", "H", "H", "H", "H", "O", "C", "O", "C", "C", "C", "C", "C", "C", "H", "H", "H", "H", "H", "C", "Si", "C", "C", "O", "H", "H", "H", "H", "H", "H", "H", "H", "H", "C", "O", "H", "H", "H", "H"], "coordinates": [[0.0782, 0.0455, -0.0874], [-4.7392, 0.3824, 3.0253], [-4.1699, 0.1722, 4.4288], [-4.6286, 1.3328, 5.3212], [-4.7275, -1.1468, 4.9827], [-2.6425, 0.1057, 4.4216], [-1.9564, -0.1412, 5.6262], [-0.5817, -0.2575, 5.6791], [0.1369, -0.1246, 4.4944], [1.8368, -0.2702, 4.1951], [1.5458, 0.0251, 2.4876], [0.3000, 0.2170, 2.1856], [-0.5220, 0.1321, 3.2956], [-1.9112, 0.2526, 3.2575], [2.6323, 0.0079, 1.4862], [3.9609, -0.0115, 1.9209], [4.9832, -0.0380, 0.9904], [4.6577, -0.0522, -0.3632], [3.3276, -0.0382, -0.7654], [2.2438, -0.0064, 0.1265], [-5.8304, 0.4056, 3.0798], [-4.4445, -0.4137, 2.3399], [-4.4049, 1.3269, 2.5910], [-5.7205, 1.3682, 5.3627], [-4.2698, 2.2854, 4.9262], [-4.2544, 1.2280, 6.3412], [-5.8180, -1.1533, 4.9093], [-4.4597, -1.2903, 6.0313], [-4.3382, -1.9952, 4.4168], [-2.5167, -0.2522, 6.5468], [-0.0814, -0.4581, 6.6178], [-2.3867, 0.4171, 2.2995], [4.2017, 0.0003, 2.9800], [6.0177, -0.0486, 1.3113], [5.4503, -0.0715, -1.1041], [3.1290, -0.0525, -1.8359], [-3.3890, 4.7330, -0.6282], [-1.6469, 4.1034, -0.2480], [-0.6004, 4.9850, -0.0776], [0.6544, 4.4594, 0.1885], [0.7993, 3.0870, 0.2743], [-0.2202, 2.2440, 0.1098], [-1.4255, 2.7407, -0.1634], [-0.7604, 6.0521, -0.1555], [1.5092, 5.1064, 0.3290], [1.7617, 2.6296, 0.4744], [-2.2274, 2.0258, -0.2964], [-1.2568, 2.0329, -2.9453], [-0.6630, 0.9517, -2.9515], [-0.4039, 0.2131, -1.9490], [-0.2470, 0.3716, -4.2899], [0.8612, -0.4621, -4.3913], [1.2488, -0.9664, -5.6254], [0.5110, -0.6640, -6.7635], [-0.6086, 0.1522, -6.6621], [-0.9776, 0.6771, -5.4311], [1.4011, -0.7189, -3.4872], [2.1218, -1.6036, -5.6980], [0.8058, -1.0657, -7.7257], [-1.1916, 0.3843, -7.5456], [-1.8308, 1.3366, -5.3380], [1.0808, -3.8400, 1.0740], [-0.6665, -3.1777, 0.9118], [-1.4593, -3.2461, 2.6192], [-1.6363, -4.3645, -0.1746], [-0.6629, -1.6894, 0.3179], [1.1177, -4.8139, 1.5712], [1.6914, -3.1370, 1.6491], [1.5438, -3.9381, 0.0883], [-1.6424, -4.2768, 2.9384], [-2.4161, -2.7140, 2.6160], [-0.8236, -2.7678, 3.3712], [-1.6494, -5.3743, 0.2467], [-1.1994, -4.4163, -1.1752], [-2.6725, -4.0302, -0.2818], [-3.5383, -0.5562, -1.0676], [-2.8663, -0.2679, 0.1450], [-3.8788, -1.5967, -1.0982], [-2.8981, -0.3727, -1.9336], [-4.4116, 0.0950, -1.1310], [-2.1054, -0.9070, 0.2351]]}

---

No. 3
{"formula": "HNO2S2", "method": "wB97M-V/def2-TZVPD", "lumo_energy_ev": [-1.683, -2.065], "homo_lumo_gap_ev": [7.48, 6.82], "multiplicity": 1, "homo_ev": [-9.167, -8.885], "symbols": ["N", "O", "O", "S", "S", "H"], "coordinates": [[1.3349, 1.5879, -0.0753], [0.7155, 0.5266, -0.3038], [2.2983, 1.8245, 0.5929], [-1.8155, -0.6749, 0.1053], [-0.1819, -1.7160, 0.4882], [-2.3512, -1.5480, -0.8073]]}